DFT (the ωB97M-V functional and the def2-TZVPD basis) results for a cluster of 13 separate species, C47H128N8O13 in total.

```
! RIJCOSX wB97M-V def2-TZVPD def2/J DEFGRID3
* xyz 0 1
C 1.217 1.328 5.597
C -0.175 1.643 4.997
C -1.221 0.721 5.539
O -0.520 3.025 5.187
H 2.003 1.949 5.158
H 1.598 0.386 5.250
H 1.252 1.362 6.713
H -0.036 1.602 3.915
H -2.253 1.061 5.189
H -1.310 0.751 6.649
H -1.022 -0.293 5.162
H -0.836 3.099 6.076
C -2.936 0.547 -2.580
C -3.823 0.181 -3.722
C -2.959 -0.267 -4.823
O -4.738 -0.815 -3.310
H -2.409 -0.344 -2.200
H -3.476 0.981 -1.773
H -2.183 1.281 -2.902
H -4.336 1.099 -4.075
H -2.348 -1.119 -4.528
H -2.281 0.499 -5.163
H -3.465 -0.709 -5.674
H -5.582 -0.660 -3.727
C 0.521 6.250 3.937
C 1.180 5.834 2.643
C 2.038 4.586 2.859
O 0.285 5.589 1.566
H -0.133 7.123 3.690
H 1.278 6.417 4.718
H -0.079 5.415 4.228
H 1.779 6.639 2.229
H 3.015 4.736 3.345
H 2.146 4.174 1.873
H 1.481 3.802 3.366
H -0.600 5.258 1.839
C 0.585 0.888 -1.114
C -0.282 1.279 0.060
C -0.441 0.199 1.151
O 0.206 2.388 0.724
H 0.706 1.653 -1.862
H 0.249 -0.070 -1.437
H 1.562 0.572 -0.687
H -1.289 1.462 -0.304
H -0.894 -0.650 0.620
H -1.149 0.560 1.925
H 0.550 -0.149 1.586
H 0.123 3.162 0.128
C 4.178 2.989 -2.413
C 4.069 4.168 -1.434
C 2.649 4.654 -1.301
O 4.580 3.868 -0.061
H 3.582 2.209 -1.992
H 5.251 2.783 -2.535
H 3.773 3.265 -3.358
H 4.588 5.049 -1.864
H 2.018 3.892 -0.912
H 2.188 5.015 -2.288
H 2.752 5.565 -0.698
H 3.977 3.148 0.207
C -3.657 2.265 1.648
C -3.258 3.706 1.897
C -4.032 4.420 2.986
O -5.416 4.267 2.769
C -6.278 5.083 3.498
N -1.854 3.779 2.356
H -4.640 2.167 1.236
H -3.638 1.731 2.551
H -2.993 1.836 0.888
H -3.346 4.269 0.967
H -3.640 5.438 3.029
H -3.708 3.994 3.982
H -6.281 6.069 3.027
H -6.122 5.166 4.624
H -7.276 4.624 3.377
H -1.269 3.128 1.838
H -1.815 3.436 3.310
C -2.550 -3.568 -1.421
C -2.006 -4.627 -2.336
C -1.521 -4.095 -3.641
O -0.717 -5.012 -4.276
C -0.244 -4.578 -5.536
N -1.133 -5.461 -1.605
H -3.033 -2.756 -1.947
H -1.701 -2.965 -0.997
H -3.107 -4.028 -0.600
H -2.875 -5.249 -2.582
H -0.898 -3.161 -3.529
H -2.450 -3.920 -4.235
H -0.996 -4.884 -6.302
H 0.639 -5.113 -5.733
H -0.049 -3.497 -5.545
H -0.716 -6.200 -2.174
H -0.306 -4.931 -1.252
C 0.950 -0.660 -8.625
C 1.967 -1.037 -7.596
C 1.427 -0.829 -6.153
O 0.920 0.458 -5.994
C 0.736 0.898 -4.687
N 2.476 -2.419 -7.795
H 0.180 -1.472 -8.579
H 1.362 -0.559 -9.612
H 0.418 0.263 -8.471
H 2.855 -0.426 -7.608
H 2.291 -0.964 -5.449
H 0.614 -1.512 -5.868
H 0.601 1.946 -4.708
H 1.647 0.654 -4.117
H 0.017 0.329 -4.062
H 1.931 -2.884 -8.485
H 3.467 -2.355 -7.994
C -2.900 5.737 -2.191
C -1.968 4.550 -2.046
C -1.503 4.006 -3.354
O -2.558 3.404 -4.201
C -2.216 3.742 -5.565
N -0.855 4.839 -1.205
H -2.300 6.612 -2.495
H -3.349 5.933 -1.217
H -3.634 5.501 -2.994
H -2.452 3.688 -1.597
H -0.815 3.171 -3.127
H -0.991 4.763 -3.921
H -2.823 3.151 -6.218
H -1.163 3.528 -5.702
H -2.486 4.800 -5.807
H -0.186 5.416 -1.705
H -1.098 5.164 -0.280
C 5.050 0.045 -0.680
C 5.913 1.022 0.126
C 5.437 1.007 1.561
O 4.057 1.479 1.692
C 3.471 1.379 3.000
N 7.311 0.449 0.201
H 5.491 -0.209 -1.650
H 4.000 0.322 -0.756
H 5.098 -0.856 -0.081
H 6.031 2.061 -0.209
H 5.977 1.677 2.283
H 5.645 -0.025 1.894
H 2.441 1.650 2.888
H 3.940 2.130 3.674
H 3.525 0.419 3.495
H 7.213 -0.422 0.689
H 7.948 1.072 0.637
C 3.527 -4.529 -2.968
C 2.976 -3.147 -3.304
C 2.364 -2.414 -2.004
O 1.651 -3.385 -1.278
C 1.364 -3.093 0.056
N 3.953 -2.128 -3.808
H 2.789 -5.221 -2.600
H 4.244 -4.508 -2.140
H 4.121 -4.943 -3.793
H 2.214 -3.142 -4.080
H 1.760 -1.545 -2.314
H 3.150 -2.006 -1.373
H 2.291 -2.847 0.656
H 0.814 -3.990 0.334
H 0.769 -2.223 0.123
H 4.660 -1.820 -3.104
H 4.420 -2.522 -4.588
C -2.222 -4.228 2.300
C -2.280 -5.745 2.391
C -2.924 -6.329 3.632
O -2.021 -6.206 4.757
C -2.516 -6.877 5.905
N -3.015 -6.251 1.203
H -1.470 -3.826 2.986
H -3.152 -3.740 2.554
H -1.899 -3.878 1.333
H -1.285 -6.135 2.387
H -3.146 -7.401 3.535
H -3.859 -5.772 3.840
H -3.515 -6.615 6.248
H -1.856 -6.666 6.767
H -2.568 -7.948 5.703
H -3.131 -7.275 1.243
H -2.502 -6.021 0.368
C -2.086 -3.500 6.538
C -0.705 -4.124 6.525
C 0.255 -3.146 5.935
O 0.039 -3.039 4.545
C 1.078 -2.633 3.741
N -0.448 -4.729 7.862
H -2.840 -4.329 6.474
H -2.149 -2.946 5.589
H -2.378 -2.962 7.438
H -0.682 -4.905 5.774
H 1.294 -3.484 6.017
H 0.189 -2.161 6.476
H 0.977 -3.117 2.770
H 2.109 -2.840 4.172
H 1.098 -1.592 3.556
H -0.756 -4.096 8.570
H 0.468 -5.023 8.053
*
```

For the HOMO energy, the calculation gives -8.6980 eV. The calculated total energy comes out at -89346.66824 eV. The value obtained for the LUMO energy is 0.60 eV.

Atomic partial charges in e from the Löwdin method, atoms 1 to 99: atom 1 (C): -0.0444, atom 2 (C): -0.4825, atom 3 (C): -0.0545, atom 4 (O): -0.0622, atom 5 (H): 0.0542, atom 6 (H): 0.0504, atom 7 (H): 0.0990, atom 8 (H): 0.1163, atom 9 (H): 0.0993, atom 10 (H): 0.0949, atom 11 (H): 0.0731, atom 12 (H): 0.0772, atom 13 (C): -0.0581, atom 14 (C): -0.5177, atom 15 (C): -0.0673, atom 16 (O): -0.0218, atom 17 (H): 0.0833, atom 18 (H): 0.0683, atom 19 (H): 0.0646, atom 20 (H): 0.1482, atom 21 (H): 0.0697, atom 22 (H): 0.0699, atom 23 (H): 0.0847, atom 24 (H): 0.0853, atom 25 (C): -0.0521, atom 26 (C): -0.4880, atom 27 (C): -0.0463, atom 28 (O): -0.1001, atom 29 (H): 0.0946, atom 30 (H): 0.0900, atom 31 (H): 0.0410, atom 32 (H): 0.1288, atom 33 (H): 0.0936, atom 34 (H): 0.0501, atom 35 (H): 0.0569, atom 36 (H): 0.0440, atom 37 (C): -0.0360, atom 38 (C): -0.5209, atom 39 (C): -0.0309, atom 40 (O): -0.0752, atom 41 (H): 0.0654, atom 42 (H): 0.0511, atom 43 (H): 0.0873, atom 44 (H): 0.1027, atom 45 (H): 0.0696, atom 46 (H): 0.0718, atom 47 (H): 0.0919, atom 48 (H): 0.0633, atom 49 (C): -0.0446, atom 50 (C): -0.4402, atom 51 (C): -0.0796, atom 52 (O): -0.0731, atom 53 (H): 0.0515, atom 54 (H): 0.0902, atom 55 (H): 0.0666, atom 56 (H): 0.1387, atom 57 (H): 0.0432, atom 58 (H): 0.1035, atom 59 (H): 0.0903, atom 60 (H): 0.0562, atom 61 (C): -0.0311, atom 62 (C): -0.3946, atom 63 (C): -0.2121, atom 64 (O): -0.1810, atom 65 (C): -0.1283, atom 66 (N): 0.0655, atom 67 (H): 0.0747, atom 68 (H): 0.0648, atom 69 (H): 0.0607, atom 70 (H): 0.1266, atom 71 (H): 0.1269, atom 72 (H): 0.1392, atom 73 (H): 0.0839, atom 74 (H): 0.1059, atom 75 (H): 0.0901, atom 76 (H): 0.0457, atom 77 (H): 0.0536, atom 78 (C): -0.0503, atom 79 (C): -0.4857, atom 80 (C): -0.2468, atom 81 (O): -0.1905, atom 82 (C): -0.0868, atom 83 (N): 0.0588, atom 84 (H): 0.0608, atom 85 (H): 0.0801, atom 86 (H): 0.0705, atom 87 (H): 0.1449, atom 88 (H): 0.1355, atom 89 (H): 0.1426, atom 90 (H): 0.1029, atom 91 (H): 0.0690, atom 92 (H): 0.0611, atom 93 (H): 0.0872, atom 94 (H): 0.0740, atom 95 (C): -0.0641, atom 96 (C): -0.4178, atom 97 (C): -0.2060, atom 98 (O): -0.1885, atom 99 (C): -0.1189



DFT (the ωB97M-V functional and the def2-TZVPD basis) results for a structure of composition C47H33Cl2I4N4O7P2Tl.

```
! RIJCOSX wB97M-V def2-TZVPD def2/J DEFGRID3
* xyz -2 1
Tl -0.417 -0.020 -0.090
I -5.088 8.601 1.326
C -4.203 6.715 1.071
C -2.822 6.604 1.095
C -2.245 5.347 0.914
C -3.026 4.211 0.714
C -4.414 4.361 0.697
C -5.014 5.605 0.877
C -2.404 2.865 0.504
C -2.395 2.399 -0.868
C -2.933 3.065 -1.979
C -2.651 2.286 -3.110
C -1.955 1.144 -2.672
C -1.459 0.052 -3.507
C -1.751 0.156 -4.969
C -0.734 0.243 -5.917
C -1.006 0.321 -7.284
C -2.323 0.317 -7.705
I -2.753 0.435 -9.756
C -3.367 0.235 -6.795
C -3.070 0.161 -5.437
C -0.807 -1.088 -3.066
N -0.567 -1.442 -1.755
C 0.060 -2.678 -1.721
C 0.403 -3.405 -0.599
C 1.058 -4.731 -0.821
C 0.409 -5.927 -0.509
C 1.006 -7.162 -0.757
C 2.275 -7.189 -1.318
I 3.176 -9.043 -1.721
C 2.956 -6.020 -1.619
C 2.343 -4.793 -1.362
C 0.224 -3.019 0.800
C 0.431 -3.812 1.934
C 0.183 -3.008 3.062
C -0.136 -1.726 2.605
N -0.120 -1.750 1.232
C -0.434 -0.544 3.426
C -1.027 0.640 2.973
C -1.322 1.823 3.781
C -1.877 2.756 2.969
C -1.916 2.212 1.624
N -1.402 0.924 1.674
C -0.096 -0.678 4.874
C -1.023 -0.424 5.890
C -0.686 -0.527 7.240
C 0.600 -0.904 7.584
I 1.130 -1.041 9.608
C 1.540 -1.197 6.608
C 1.184 -1.087 5.268
C 0.191 -3.134 -3.101
C -0.337 -2.188 -3.907
N -1.793 1.238 -1.307
H -2.200 7.476 1.244
H -1.164 5.242 0.927
H -5.030 3.480 0.542
H -6.092 5.702 0.873
H -3.446 4.016 -1.957
H -2.908 2.513 -4.135
H 0.297 0.255 -5.574
H -0.199 0.394 -8.002
H -4.394 0.212 -7.135
H -3.874 0.095 -4.711
H -0.588 -5.888 -0.079
H 0.485 -8.082 -0.523
H 3.954 -6.053 -2.038
H 2.870 -3.858 -1.565
H 0.730 -4.852 1.937
H 0.226 -3.326 4.095
H -1.109 1.935 4.834
H -2.212 3.746 3.248
H -2.039 -0.164 5.614
H -1.426 -0.331 8.006
H 2.542 -1.498 6.882
H 1.918 -1.312 4.497
H 0.623 -4.077 -3.405
H -0.407 -2.223 -4.985
C 5.017 -0.149 1.391
C 3.543 -0.235 1.004
O 2.983 -1.308 1.770
P 2.657 1.294 1.538
O 3.646 2.513 1.262
O 2.688 1.239 3.133
O 1.292 1.512 0.999
P 3.305 -0.479 -0.839
O 4.196 0.768 -1.426
O 3.921 -1.763 -1.262
O 1.884 -0.101 -1.151
H 5.103 -0.077 2.481
H 5.494 0.723 0.945
H 5.517 -1.062 1.058
H 2.236 -1.734 1.326
H 3.482 2.924 0.393
H 1.812 0.907 3.452
H 5.088 0.434 -1.625
Cl 0.529 3.486 -1.281
C 1.986 2.886 -2.053
Cl 3.464 3.748 -1.471
H 1.911 3.057 -3.115
H 2.089 1.835 -1.820
*
```

For the HOMO energy (alpha / beta), the calculation gives -0.5898 / -0.5868 eV. The calculated total energy comes out at -150294.87277 eV. The value obtained for the LUMO energy (alpha / beta) is 2.99 / 2.99 eV.

Atomic partial charges in e from the Löwdin method, atoms 1 to 99: atom 1 (Tl): 1.0880, atom 2 (I): 0.7772, atom 3 (C): -0.7465, atom 4 (C): -0.1551, atom 5 (C): -0.0217, atom 6 (C): -0.2056, atom 7 (C): -0.0214, atom 8 (C): -0.1586, atom 9 (C): -0.1105, atom 10 (C): -0.3217, atom 11 (C): -0.0677, atom 12 (C): -0.0625, atom 13 (C): -0.2567, atom 14 (C): -0.0906, atom 15 (C): -0.1960, atom 16 (C): -0.0331, atom 17 (C): -0.1608, atom 18 (C): -0.7512, atom 19 (I): 0.7727, atom 20 (C): -0.1594, atom 21 (C): -0.0290, atom 22 (C): -0.2413, atom 23 (N): -0.0078, atom 24 (C): -0.2463, atom 25 (C): -0.0846, atom 26 (C): -0.1939, atom 27 (C): -0.0333, atom 28 (C): -0.1648, atom 29 (C): -0.7457, atom 30 (I): 0.7641, atom 31 (C): -0.1478, atom 32 (C): -0.0085, atom 33 (C): -0.2595, atom 34 (C): -0.0501, atom 35 (C): -0.0588, atom 36 (C): -0.2681, atom 37 (N): -0.0016, atom 38 (C): -0.0934, atom 39 (C): -0.2555, atom 40 (C): -0.0190, atom 41 (C): -0.0061, atom 42 (C): -0.2507, atom 43 (N): 0.0005, atom 44 (C): -0.1904, atom 45 (C): -0.0390, atom 46 (C): -0.1635, atom 47 (C): -0.7520, atom 48 (I): 0.7731, atom 49 (C): -0.1514, atom 50 (C): -0.0366, atom 51 (C): 0.0021, atom 52 (C): -0.0058, atom 53 (N): -0.0024, atom 54 (H): 0.0860, atom 55 (H): 0.1189, atom 56 (H): 0.1254, atom 57 (H): 0.0839, atom 58 (H): 0.0931, atom 59 (H): 0.0884, atom 60 (H): 0.1242, atom 61 (H): 0.0847, atom 62 (H): 0.0838, atom 63 (H): 0.1237, atom 64 (H): 0.1222, atom 65 (H): 0.0821, atom 66 (H): 0.0882, atom 67 (H): 0.1022, atom 68 (H): 0.0906, atom 69 (H): 0.0950, atom 70 (H): 0.0963, atom 71 (H): 0.1036, atom 72 (H): 0.1177, atom 73 (H): 0.0839, atom 74 (H): 0.0885, atom 75 (H): 0.1192, atom 76 (H): 0.1054, atom 77 (H): 0.0987, atom 78 (C): -0.0808, atom 79 (C): -0.5656, atom 80 (O): -0.0546, atom 81 (P): 0.5072, atom 82 (O): -0.1517, atom 83 (O): -0.1086, atom 84 (O): -0.3234, atom 85 (P): 0.3389, atom 86 (O): -0.1983, atom 87 (O): -0.2992, atom 88 (O): -0.3585, atom 89 (H): 0.0837, atom 90 (H): 0.0690, atom 91 (H): 0.0845, atom 92 (H): 0.0635, atom 93 (H): -0.0599, atom 94 (H): 0.0782, atom 95 (H): 0.0777, atom 96 (Cl): 0.6626, atom 97 (C): -0.9114, atom 98 (Cl): 0.5808, atom 99 (H): 0.0304



Look up the calculated total energy of the first one. -89346.66824 eV



The lowest calculated total energy belongs to which entry? C47H33Cl2I4N4O7P2Tl



The highest calculated total energy belongs to which entry? C47H128N8O13



Among the records above, which one has the lowest calculated total energy? C47H33Cl2I4N4O7P2Tl